# 1
Computed, not measured: C27H24BaN10O3S as an isolated structure, with the ωB97M-V functional and the def2-TZVPD basis.

Geometry as XYZ:
```
66
Properties=species:S:1:pos:R:3
Ba -0.4020 0.4782 0.3935
O 1.1374 1.9420 -1.7467
C 1.0203 2.6637 -0.7046
N 1.5236 2.4815 0.4870
C 2.6633 1.6334 0.5961
C 3.7939 2.0111 -0.1283
C 5.0000 1.3510 0.0062
C 5.0862 0.2903 0.8909
C 3.9726 -0.1215 1.6030
C 2.7270 0.5150 1.4657
N 1.5355 0.0994 2.1239
C 1.4881 -1.0368 2.8035
O 2.3739 -1.8999 3.0095
C 0.1299 -1.4001 3.3914
C 0.0697 -2.2743 4.4705
C -1.1677 -2.6387 4.9674
C -2.3126 -2.1453 4.3582
C -2.1620 -1.2969 3.2766
N -0.9706 -0.9221 2.8084
C -0.0784 3.6935 -0.7724
C 0.1288 5.0598 -0.8715
C -0.9787 5.8844 -0.9675
C -2.2480 5.3219 -0.9376
C -2.3556 3.9482 -0.8121
N -1.2948 3.1417 -0.7453
H 3.7067 2.8621 -0.7918
H 5.8629 1.6722 -0.5633
H 6.0245 -0.2314 1.0331
H 4.0552 -0.9509 2.2818
H 0.9950 -2.6475 4.8832
H -1.2432 -3.3074 5.8152
H -3.3008 -2.4127 4.7055
H -3.0311 -0.9000 2.7620
H 1.1351 5.4546 -0.8667
H -0.8570 6.9564 -1.0548
H -3.1355 5.9357 -1.0010
H -3.3259 3.4649 -0.7570
C -1.7907 2.1073 -4.9970
C -2.7515 1.7168 -3.9406
N -4.0038 2.0327 -3.8894
N -4.4423 1.4750 -2.7178
C -3.4917 0.8251 -2.0317
S -3.6326 0.0649 -0.5452
N -2.3998 0.9589 -2.8416
N -1.1360 0.5172 -2.4950
H -2.2970 2.7461 -5.7149
H -1.3988 1.2297 -5.5127
H -0.9465 2.6457 -4.5629
H -5.3999 1.5751 -2.4311
H -0.4728 1.3035 -2.4269
H -0.7892 -0.1615 -3.1632
N 2.7432 -4.4473 1.7231
C 1.9684 -5.1020 0.8368
O 2.1261 -6.2742 0.5382
C 0.8599 -4.3130 0.1830
C -0.1470 -5.0169 -0.4649
C -1.1735 -4.3181 -1.0758
C -1.1588 -2.9340 -1.0213
N -0.1907 -2.2449 -0.4154
C 0.8005 -2.9280 0.1652
H 3.4631 -4.9968 2.1615
H 2.5411 -3.5271 2.1124
H -0.0940 -6.0977 -0.4702
H -1.9803 -4.8290 -1.5825
H -1.9569 -2.3446 -1.4591
H 1.5857 -2.3384 0.6269
```

Calculated values
charge	0
E_HOMO	-7.140	eV
E_tot	-60965.28740	eV
Kohn-Sham gap	7.21	eV

Results of the Löwdin charge analysis, in e, for atoms 1 through 4:
1. Ba 1.853
2. O -0.106
3. C -0.687
4. N 0.016


# 2
Computed, not measured: one molecule with the formula C2H7N5S in a non-equilibrium geometry, with the ωB97M-V functional and the def2-TZVPD basis.

Geometry as XYZ:
```
15
Properties=species:S:1:pos:R:3
H -1.5080 2.3362 0.2181
N -2.3195 1.8418 -0.0187
C -2.2408 0.6220 -0.0112
N -1.1153 -0.2205 0.0168
S -1.5379 -1.9759 0.1841
C 0.2174 0.2825 0.0103
N 0.6410 1.5027 0.0573
H 1.6052 1.5811 -0.1048
N 1.1464 -0.7190 -0.4552
N 2.4625 -0.3075 0.2050
H -3.1033 0.0469 0.1207
H -1.3085 -2.2282 -1.1663
H 1.0744 -1.9061 -0.3575
H 3.5233 -0.6401 -0.0607
H 2.4630 -0.2160 1.3622
```

Calculated values
charge	0
SMILES	[H]/N=C\N(S)/C(=N/[H])NN
E_HOMO	-8.854	eV
E_tot	-20468.74826	eV
Kohn-Sham gap	9.01	eV

Results of the Löwdin charge analysis, in e, for atoms 1 through 4:
1. H 0.008
2. N 0.136
3. C -0.382
4. N -0.352


# 3
Computed, not measured: C10H9F5NO3TcTe as an isolated structure in a non-equilibrium geometry, with the ωB97M-V functional and the def2-TZVPD basis.

Geometry as XYZ:
```
30
Properties=species:S:1:pos:R:3
Tc 9.2105 14.7723 5.9122
N 11.3007 15.3043 5.9598
C 11.4605 16.4748 6.9142
C 10.2613 17.5665 6.6296
O 10.5911 18.6927 6.9697
O 9.1634 16.9146 6.2065
H 12.0182 14.5861 6.1885
H 11.4967 15.5718 5.0324
H 12.4171 17.0206 6.8652
H 11.2661 16.0823 7.9173
F 5.4818 13.3475 5.4663
Te 4.4353 12.9977 3.9150
F 4.7525 11.0563 4.3877
F 2.8133 12.5612 4.7553
F 3.8303 14.8592 3.9552
F 7.7344 14.9551 4.7773
O 8.5065 14.5061 7.5123
C 9.5860 12.9490 5.7275
C 9.4419 11.7266 5.5289
C 9.0647 10.4165 5.3062
C 7.7320 9.9920 5.5504
C 7.2646 8.7229 5.2752
C 8.1794 7.7996 4.7793
C 9.5422 8.0612 4.6688
C 9.9848 9.3262 4.9744
H 6.9869 10.7176 5.8935
H 6.2505 8.4456 5.5156
H 7.8545 6.8366 4.4733
H 10.2811 7.3060 4.3036
H 10.9911 9.6281 4.8314
```

Calculated values
charge	+1
E_HOMO (spin up / spin down)	-12.633 / -12.604	eV
E_tot	-41216.45733	eV
Kohn-Sham gap (spin up / spin down)	7.15 / 4.63	eV
spin multiplicity	4

Results of the Löwdin charge analysis, in e, for atoms 1 through 4:
1. Tc 1.632
2. N -0.072
3. C -0.093
4. C -0.525


# 4
Computed, not measured: C30H38N8O3RuS2 as an isolated structure in a non-equilibrium geometry, with the ωB97M-V functional and the def2-TZVPD basis.

Geometry as XYZ:
```
82
Properties=species:S:1:pos:R:3
Ru -0.0560 0.0258 -0.0977
C -2.3707 -4.7356 -3.4736
C -3.1690 -3.4408 -3.4681
N -2.3244 -2.2231 -3.3393
C -2.0997 -1.4433 -4.5744
C -0.9620 -1.9941 -5.4171
C -1.8056 -1.9376 -2.1539
S -0.7100 -0.4986 -2.1821
N -2.1176 -2.6971 -1.1348
C -1.6905 -2.6254 0.1291
O -0.8705 -1.7829 0.6171
C -2.2316 -3.6303 1.0561
C -3.1118 -4.6159 0.6037
C -3.6137 -5.5521 1.4890
C -3.2426 -5.5073 2.8269
C -2.3675 -4.5282 3.2842
C -1.8621 -3.5909 2.4031
H -3.0609 -5.5777 -3.5321
H -1.7839 -4.8414 -2.5623
H -1.7034 -4.7922 -4.3332
H -3.8878 -3.4316 -2.6527
H -3.7143 -3.3224 -4.4015
H -1.9258 -0.4013 -4.3176
H -3.0387 -1.4733 -5.1232
H -0.0183 -1.9671 -4.8690
H -0.8515 -1.3901 -6.3174
H -1.1537 -3.0213 -5.7252
H -3.3924 -4.6418 -0.4394
H -4.2939 -6.3173 1.1401
H -3.6383 -6.2401 3.5183
H -2.0821 -4.5000 4.3271
H -1.1799 -2.8269 2.7495
C 4.7080 4.9086 4.6888
C 3.8281 3.7486 4.3138
C 3.1430 3.7387 3.0987
C 2.3027 2.6939 2.7601
C 2.1624 1.6343 3.6531
C 2.8407 1.6088 4.8691
C 3.6636 2.6740 5.1855
S 1.0956 0.3036 3.3481
O -0.2686 0.6124 3.6047
O 1.6586 -0.9142 3.8373
N 1.1674 0.1637 1.6086
C 2.2187 -0.4984 1.0257
C 3.4583 -0.9120 1.5232
C 4.2943 -1.5876 0.6494
C 3.8952 -1.8475 -0.6560
C 2.6490 -1.4028 -1.0905
N 1.8609 -0.7319 -0.2705
H 5.1462 5.3756 3.8085
H 5.5101 4.5974 5.3553
H 4.1236 5.6695 5.2103
H 3.2675 4.5671 2.4121
H 1.7640 2.7156 1.8210
H 2.7291 0.7744 5.5500
H 4.1940 2.6683 6.1298
H 3.7437 -0.7162 2.5455
H 5.2652 -1.9201 0.9915
H 4.5391 -2.3798 -1.3416
H 2.2870 -1.5671 -2.0964
C -2.1198 2.1593 -1.0463
N -3.2180 3.0290 -0.7620
C -4.3353 2.2347 -0.2314
N -3.9623 1.5443 1.0075
C -2.8749 0.6458 0.7468
N -1.6530 1.3999 0.2034
C -1.3096 2.4833 1.2387
N -2.4214 3.3513 1.4943
C -2.8239 4.0146 0.2533
C -3.5450 2.5499 1.9968
H -1.2651 2.7231 -1.4224
H -2.4192 1.4174 -1.7818
H -4.6445 1.5003 -0.9765
H -5.1732 2.8983 -0.0272
H -3.1595 -0.0892 -0.0070
H -2.5646 0.1379 1.6591
H -0.4724 3.0539 0.8317
H -1.0115 1.9767 2.1510
H -1.9965 4.6151 -0.1261
H -3.6681 4.6709 0.4553
H -4.3852 3.2078 2.2084
H -3.2477 2.0488 2.9178
```

Calculated values
charge	+2
E_HOMO (spin up / spin down)	-13.865 / -13.816	eV
E_tot	-74026.80543	eV
Kohn-Sham gap (spin up / spin down)	7.76 / 4.66	eV
spin multiplicity	5

Results of the Löwdin charge analysis, in e, for atoms 1 through 4:
1. Ru 1.225
2. C -0.057
3. C -0.168
4. N -0.095


# 5
Computed, not measured: one molecule with the formula C5H7NO in a non-equilibrium geometry, with the ωB97M-V functional and the def2-TZVPD basis.

Geometry as XYZ:
```
14
Properties=species:S:1:pos:R:3
C -1.8579 0.5979 -0.4160
C -0.4557 0.2207 -0.0219
C 0.5327 0.9364 0.5530
N 1.5755 0.0662 1.0938
C 1.5392 -0.7748 -0.0467
O 2.3900 -0.7917 -0.8958
C 0.0818 -1.2022 -0.1276
H -2.1722 0.1717 -1.3770
H -2.0258 1.6792 -0.4490
H -2.5499 0.1913 0.3374
H 0.7615 1.9926 0.4650
H 2.5083 0.4438 1.2396
H -0.2152 -1.8297 0.7223
H -0.1124 -1.7015 -1.0771
```

Calculated values
charge	0
SMILES	CC1=CNC(=O)C1
E_HOMO	-8.668	eV
E_tot	-8834.84063	eV
Kohn-Sham gap	9.60	eV

Results of the Löwdin charge analysis, in e, for atoms 1 through 4:
1. C -0.051
2. C -0.269
3. C -0.058
4. N 0.070


# 6
Computed, not measured: one molecule with the formula C8H9N in a non-equilibrium geometry, with the ωB97M-V functional and the def2-TZVPD basis.

Geometry as XYZ:
```
18
Properties=species:S:1:pos:R:3
H -4.0384 -1.4761 0.0269
N -3.8887 -0.4814 0.2006
C -2.6770 -0.2561 0.0491
C -1.5077 0.6293 0.0004
C -1.2873 -0.6872 -0.1485
C 0.1947 -1.3401 -0.1346
C 1.1370 -0.1633 -0.1384
C 2.6075 -0.4328 0.0309
C 0.8064 1.1068 0.0348
C -0.5624 1.7310 -0.0427
H 0.1692 -1.8012 0.7586
H 0.2013 -2.0104 -1.0101
H 2.9589 0.0935 1.0157
H 3.0884 0.0381 -0.8738
H 2.6866 -1.4840 0.1713
H 1.7254 1.6311 0.1105
H -0.8227 2.5301 0.8266
H -0.7912 2.3728 -0.8772
```

Calculated values
charge	0
SMILES	[H]/N=c1/c2c1CC(C)=CC2
E_HOMO	-8.896	eV
E_tot	-9927.35303	eV
Kohn-Sham gap	9.57	eV

Results of the Löwdin charge analysis, in e, for atoms 1 through 4:
1. H 0.048
2. N 0.081
3. C -0.308
4. C -0.081


# 7
Computed, not measured: one molecule with the formula C8H10ClNOSi in a non-equilibrium geometry, with the ωB97M-V functional and the def2-TZVPD basis.

Geometry as XYZ:
```
22
Properties=species:S:1:pos:R:3
C 2.9091 2.3474 1.4441
C 3.7116 -2.2505 0.4913
C 2.5246 1.5795 0.5983
C 3.0405 -1.3322 0.0869
C -0.8563 -0.5513 0.2224
C -1.5895 -1.7614 0.5478
C -2.8189 0.4313 -0.8464
C -0.7744 1.7011 -0.6298
N -1.4195 0.5382 -0.4079
O 0.4031 -0.4284 0.5500
Si 1.7889 0.0194 -0.2260
Cl 1.7384 0.2477 -2.1856
H 3.6163 2.9386 1.9124
H 4.0281 -3.2426 0.5592
H -2.0787 -2.1497 -0.4411
H -0.8752 -2.3021 1.2141
H -2.4349 -1.7240 1.2006
H -3.0445 1.0028 -1.6878
H -2.9550 -0.5603 -1.0860
H -3.4613 0.9605 -0.0176
H -0.2996 2.2821 0.1337
H -1.1527 2.2541 -1.4325
```

Calculated values
charge	0
E_HOMO (spin up / spin down)	-4.928 / -10.160	eV
E_tot	-32389.95198	eV
Kohn-Sham gap (spin up / spin down)	5.68 / 10.16	eV
spin multiplicity	3

Results of the Löwdin charge analysis, in e, for atoms 1 through 4:
1. C 0.042
2. C 0.048
3. C -0.160
4. C -0.175


# 8
Computed, not measured: a 6-piece molecular cluster, C30H77N5O10 overall in a non-equilibrium geometry, with the ωB97M-V functional and the def2-TZVPD basis.

Geometry as XYZ:
```
122
Properties=species:S:1:pos:R:3
C -5.6462 13.4788 3.5580
O -6.4156 12.3339 3.3885
C -7.0629 12.3045 2.1528
C -7.9989 13.4157 1.8903
C -9.0378 13.5356 2.9810
N -8.7400 13.1236 0.6101
H -4.9623 13.6222 2.7051
H -5.0787 13.3342 4.4693
H -6.2686 14.3796 3.6741
H -6.2904 12.2650 1.3628
H -7.6079 11.3611 2.0870
H -7.4930 14.3903 1.7378
H -9.5080 12.5584 3.1430
H -9.8525 14.1874 2.6525
H -8.6344 13.9047 3.9266
H -8.1153 12.7614 -0.1309
H -9.0990 14.0321 0.2172
C -5.4320 11.7043 -4.2526
O -6.8144 12.1048 -4.3594
C -7.7362 11.0458 -4.5223
C -9.0892 11.6710 -4.8693
N -9.1232 12.0003 -6.2673
C -8.1229 13.0081 -6.6480
C -8.3754 13.4590 -8.0434
O -9.5637 14.1860 -8.0799
C -9.9022 14.4570 -9.3421
H -5.2330 11.0546 -3.3859
H -4.8370 12.6121 -4.0920
H -5.0604 11.2490 -5.1927
H -7.7636 10.3941 -3.6295
H -7.4146 10.3969 -5.3694
H -9.2220 12.5571 -4.2039
H -9.9039 10.9905 -4.6021
H -9.9986 12.5206 -6.3983
H -7.1141 12.5906 -6.5746
H -8.1201 13.8580 -5.9328
H -8.3360 12.6189 -8.7613
H -7.5311 14.1223 -8.3733
H -10.8391 15.0045 -9.2964
H -10.1013 13.5265 -9.8933
H -9.1221 15.0511 -9.8217
C -10.1725 16.7696 0.3780
O -9.7243 15.7236 -0.5143
C -9.7694 16.1172 -1.8490
C -11.1612 15.9031 -2.4120
N -11.2992 14.6825 -3.2311
C -12.7010 14.3469 -3.4767
C -12.8184 13.1348 -4.3483
O -12.3366 13.4994 -5.6808
C -12.3843 12.4564 -6.5978
H -11.2664 16.8051 0.4395
H -9.7404 17.7382 0.1047
H -9.7882 16.5199 1.3731
H -8.9769 15.6369 -2.4183
H -9.5577 17.2047 -1.9057
H -11.4726 16.7901 -3.0195
H -11.8607 15.8483 -1.5743
H -10.8311 14.7999 -4.1349
H -13.3153 15.1517 -3.9506
H -13.1913 14.0974 -2.5163
H -13.8760 12.8492 -4.4498
H -12.2041 12.3208 -3.9238
H -11.8756 12.8170 -7.4887
H -13.4197 12.1810 -6.8577
H -11.8817 11.5595 -6.2095
C -1.2427 20.9516 -5.3500
O -2.6176 20.7521 -5.3137
C -2.9797 20.1864 -4.1011
C -4.4561 19.9074 -4.0768
N -4.9332 19.3294 -5.3524
C -6.3372 19.5030 -5.4574
C -6.8438 19.2963 -6.8364
O -6.0823 20.0615 -7.7147
C -6.5820 19.9801 -8.9864
H -1.0188 21.5453 -6.2338
H -0.7241 19.9799 -5.4363
H -0.8878 21.5169 -4.4750
H -2.7037 20.8759 -3.2829
H -2.4460 19.2232 -3.9670
H -5.0290 20.7868 -3.7971
H -4.6229 19.1349 -3.3030
H -4.8041 18.3161 -5.1876
H -6.6410 20.5135 -5.1544
H -6.9158 18.8334 -4.7772
H -7.9098 19.5864 -6.9326
H -6.7819 18.2242 -7.1428
H -5.8954 20.5265 -9.6290
H -7.5742 20.4744 -9.0720
H -6.6845 18.9371 -9.3285
C -2.4263 13.1655 -8.4723
O -1.6061 13.9414 -7.6770
C -2.0968 15.2730 -7.5828
C -1.1664 16.0453 -6.6902
N -1.2910 15.4950 -5.3209
C -0.4609 16.1929 -4.3960
C -0.6485 15.6793 -3.0292
O -0.7173 14.2732 -2.9462
C 0.4135 13.6576 -3.3687
H -2.3412 13.4730 -9.5409
H -3.4847 13.2654 -8.1863
H -2.1214 12.1282 -8.4171
H -3.1322 15.2946 -7.1870
H -2.1400 15.7230 -8.6012
H -1.5284 17.0756 -6.7077
H -0.1433 15.8952 -7.0637
H -0.9799 14.5262 -5.3498
H -0.6745 17.2726 -4.3783
H 0.6268 16.1802 -4.6617
H -1.6232 16.0388 -2.6717
H 0.0937 16.0900 -2.3231
H 1.2849 14.3170 -3.3221
H 0.2883 13.2449 -4.3786
H 0.6042 12.8100 -2.7016
C -5.8996 15.3846 -4.6997
C -4.6440 15.7201 -3.8610
O -3.8118 16.7506 -4.4963
H -6.5873 16.2553 -4.6564
H -6.4319 14.5255 -4.2779
H -5.7103 15.2672 -5.7646
H -4.0485 14.7912 -3.7414
H -4.8765 16.0387 -2.8370
H -3.0033 16.3127 -4.8533
```

Calculated values
charge	0
SMILES	COC[C@H](C)N.COCCNCCOC.COCCNCCOC.COCCNCCOC.COCCNCCOC.CCO
E_HOMO	-8.289	eV
E_tot	-60277.19146	eV
Kohn-Sham gap	8.80	eV

Results of the Löwdin charge analysis, in e, for atoms 1 through 4:
1. C -0.128
2. O -0.172
3. C -0.255
4. C -0.462


Which formula does entry 3 have? C10H9F5NO3TcTe